A structure of composition C42H63AsI2N4OSSi3Ta. Source: OMol25; level of theory: wB97M-V/def2-TZVPD.

Each line ends with the Löwdin charge.
Geometry (Å):
Ta  -0.248  -0.628  0.255  1.688
I  -5.592  -1.047  -5.490  1.008
I  -1.537  -3.452  -1.742  1.257
As  2.194  -0.415  -1.372  0.834
S  -1.404  -2.386  2.033  0.950
Si  3.611  1.526  -0.866  0.325
Si  1.699  -0.211  -3.794  0.359
Si  3.914  -2.242  -1.461  0.379
O  -0.946  -0.502  -1.413  -0.444
N  1.103  -0.593  2.433  -0.140
N  1.203  -2.921  0.894  -0.130
N  -2.219  2.163  -0.931  -0.042
N  -3.210  -0.254  0.361  0.031
C  -3.587  0.404  -3.761  -0.074
C  1.066  4.024  0.945  -0.066
C  -2.419  -1.834  -2.693  -0.615
C  -1.956  -0.575  -2.341  -0.386
C  -3.734  -1.385  0.857  -0.247
C  -0.169  2.129  1.814  -0.289
C  2.330  -1.395  2.411  -0.191
C  -2.549  0.574  -2.854  -0.137
C  -4.031  -0.857  -4.141  -0.720
C  -0.784  -4.076  1.797  -0.364
C  -3.551  2.114  -0.334  -0.118
C  1.972  -2.827  2.151  -0.180
C  -4.839  1.626  4.618  -0.044
C  -0.703  -1.924  3.656  -0.324
C  2.913  3.027  -1.713  -0.204
C  -2.165  0.664  2.197  -0.144
C  -3.451  -1.995  -3.595  -0.182
C  4.835  -2.234  0.162  -0.187
C  5.204  -2.056  -2.776  -0.181
C  -3.017  1.523  3.027  -0.203
C  -5.047  -1.527  1.253  -0.015
C  3.750  1.650  0.989  -0.195
C  -4.029  0.785  0.215  -0.238
C  1.288  4.487  2.229  -0.037
C  -4.822  3.012  4.546  -0.035
C  -5.890  -0.429  1.125  -0.011
C  -3.014  2.922  2.961  -0.040
C  0.080  2.606  3.112  -0.053
C  0.446  -4.178  0.896  -0.308
C  0.803  3.765  3.316  -0.029
C  3.293  -0.275  -4.748  -0.187
C  0.296  -0.765  3.663  -0.210
C  2.896  -3.782  -1.811  -0.205
C  -3.953  0.889  3.851  -0.025
C  0.672  -1.661  -4.313  -0.192
C  0.365  2.840  0.739  -0.088
C  -5.372  0.732  0.592  0.016
C  -3.918  3.656  3.706  -0.036
C  -2.171  1.962  -2.385  -0.132
C  5.285  1.211  -1.605  -0.198
C  0.867  1.435  -4.084  -0.188
C  -0.983  0.915  1.593  -0.278
H  -0.267  0.147  3.795  0.077
H  3.251  -4.634  -1.224  0.057
H  -0.601  -4.455  2.802  0.095
H  1.402  0.381  2.454  0.086
H  1.065  -5.017  1.230  0.146
H  4.858  -2.315  -3.772  0.029
H  -5.517  3.593  5.137  0.122
H  1.381  -3.243  2.964  0.112
H  -3.988  -0.195  3.886  0.116
H  -6.928  -0.485  1.426  0.129
H  -0.359  -1.605  -3.969  -0.010
H  -2.835  2.666  -2.900  0.133
H  4.298  0.803  1.405  0.024
H  -1.848  3.090  -0.762  0.110
H  5.976  -2.782  -2.501  0.064
H  1.439  1.994  -4.828  0.055
H  3.020  -4.056  -2.861  0.051
H  0.794  2.063  -3.200  -0.009
H  5.857  2.142  -1.553  0.064
H  -5.399  -2.468  1.650  0.124
H  -3.055  -2.228  0.941  -0.027
H  -5.998  1.606  0.460  0.137
H  -0.137  1.289  -4.488  0.043
H  -2.620  -0.313  2.053  0.024
H  -3.578  2.807  0.509  0.117
H  2.951  -1.026  1.597  0.062
H  4.320  2.548  1.242  0.061
H  2.784  1.740  1.485  0.000
H  3.097  0.248  -5.688  0.059
H  4.148  0.212  -4.284  0.017
H  5.680  -1.080  -2.814  0.020
H  1.822  5.414  2.388  0.124
H  0.963  4.127  4.323  0.125
H  4.381  -2.823  0.952  0.012
H  -0.294  -2.840  4.076  0.083
H  5.011  -1.224  0.534  0.019
H  0.167  2.495  -0.275  0.077
H  1.864  -2.966  0.125  0.011
H  -1.556  -1.647  4.274  0.097
H  3.568  -1.297  -5.002  0.033
H  -2.312  3.440  2.321  0.114
H  1.101  -2.613  -3.995  0.025
H  5.857  0.448  -1.076  0.036
H  2.872  -3.441  2.100  0.129
H  0.644  -1.663  -5.407  0.065
H  2.895  -1.292  3.342  0.150
H  -3.922  4.735  3.636  0.120
H  -4.070  1.283  -4.169  0.115
H  -4.305  2.468  -1.051  0.139
H  5.220  0.940  -2.657  0.011
H  0.952  -0.869  4.532  0.148
H  -0.340  2.093  3.968  0.119
H  0.157  -4.403  -0.122  -0.019
H  -3.808  -2.979  -3.863  0.102
H  -1.148  2.180  -2.697  0.091
H  3.373  3.916  -1.275  0.056
H  -5.547  1.124  5.263  0.119
H  1.429  4.593  0.103  0.106
H  3.194  3.013  -2.768  0.048
H  -1.608  -4.656  1.385  0.088
H  1.834  3.143  -1.655  -0.003
H  1.821  -3.666  -1.654  -0.020
H  5.817  -2.677  -0.021  0.060

The value obtained for the LUMO energy is -9.56 eV. For the total energy, the calculation gives -165621.9442 eV. The frontier orbital gap is 0.1978 hartree. The total charge is +3. The energy above the lowest of the compared OMol25 structures with the same formula, charge and spin is 271.2 kJ/mol.

A cluster of 5 separate species, C43H80BBr2Cl2F7NO8PS2 in total. Source: OMol25; level of theory: wB97M-V/def2-TZVPD.

Each line ends with the Löwdin charge.
Geometry (Å):
Br  -4.699  1.068  0.477  0.584
Br  -2.439  1.448  -1.878  0.728
Cl  5.967  -0.791  1.625  0.601
Cl  4.335  1.756  0.582  0.746
S  0.818  2.431  -3.180  0.739
S  0.515  -0.834  -3.161  0.870
P  0.727  -1.436  2.513  0.827
F  3.117  0.515  -4.335  0.006
F  5.212  0.052  -3.688  0.005
F  3.796  3.185  -2.195  0.033
F  3.632  -1.645  -2.817  0.024
F  5.926  2.068  -2.161  0.021
F  5.012  -0.585  -1.305  -0.012
F  4.887  2.636  -4.194  0.024
O  -0.231  2.061  -4.236  -0.450
O  -1.953  -2.012  -1.496  -0.125
O  -1.003  -3.172  0.234  -0.185
O  -0.484  3.570  1.057  -0.227
O  3.783  -2.887  -0.134  -0.085
O  1.065  -2.906  2.248  -0.397
O  0.391  3.912  -2.778  -0.431
O  1.695  -3.287  -1.396  0.064
N  2.220  -0.258  0.549  -0.012
C  -1.002  -1.926  -0.512  -0.398
C  3.935  0.657  -3.066  -0.068
C  1.483  7.973  4.674  -0.272
C  0.848  10.783  2.246  -0.115
C  -3.089  3.302  -7.265  -0.226
C  0.673  -4.998  8.671  -0.118
C  0.721  -0.150  1.028  -0.285
C  3.286  0.495  1.340  -0.575
C  -0.184  9.774  2.726  -0.274
C  -0.176  -5.625  7.575  -0.274
C  -4.536  3.619  -7.652  -0.276
C  0.223  1.001  2.005  -0.150
C  -0.231  -3.379  5.391  -0.279
C  -2.136  -5.669  -3.707  -0.224
C  0.842  -0.091  -1.429  -0.471
C  -3.399  0.734  -7.204  -0.270
C  4.625  0.291  3.734  -0.148
C  -1.309  -5.628  -2.420  -0.263
C  -1.588  -8.575  -4.752  -0.121
C  0.930  -4.352  5.613  -0.223
C  -0.025  3.864  2.613  0.021
C  -2.151  -5.411  -1.172  -0.122
C  0.681  2.658  1.576  -0.148
C  0.542  -5.703  6.226  -0.224
C  -2.581  1.925  -7.709  -0.225
C  -0.345  9.754  4.247  -0.229
C  -2.883  0.143  0.678  -0.602
C  2.391  -0.592  -0.961  -0.101
C  0.907  9.346  5.032  -0.228
C  -3.403  0.609  -5.689  -0.116
C  1.022  1.511  -1.635  -0.290
C  0.527  6.828  4.965  -0.123
C  3.788  -4.324  -0.118  -0.098
C  -1.269  -3.898  4.409  -0.108
C  4.281  -0.478  2.276  -0.662
C  -3.155  -6.811  -3.792  -0.229
C  -2.571  -8.218  -3.649  -0.278
C  4.556  2.116  -2.805  -0.184
C  -4.760  3.655  -9.156  -0.120
C  3.634  -0.406  -1.908  -0.116
C  -2.782  -0.758  2.009  -0.163
C  -1.782  0.307  -0.334  -0.474
C  -0.306  -0.476  -0.250  -0.146
B  2.567  -2.283  -0.795  -0.436
H  1.214  -3.879  -0.767  0.110
H  0.176  -2.438  5.001  0.050
H  -3.973  -0.276  -5.386  0.075
H  0.118  4.979  2.293  0.130
H  1.847  10.551  2.623  0.065
H  2.003  2.723  -3.938  0.108
H  1.680  -3.866  6.247  0.100
H  -2.673  -4.718  -3.815  0.113
H  2.048  1.782  -1.085  0.098
H  0.898  10.779  1.152  0.072
H  -5.224  2.900  -7.194  0.099
H  3.677  0.769  4.221  0.081
H  -0.716  -7.915  -4.744  0.065
H  -2.485  -0.096  2.955  0.085
H  0.664  9.361  6.102  0.110
H  -1.544  1.814  -7.369  0.108
H  -0.884  1.177  2.212  0.101
H  -1.452  -5.725  -4.561  0.098
H  -0.388  6.904  4.371  0.064
H  1.599  -5.563  8.817  0.076
H  5.391  1.150  3.416  0.086
H  1.797  -0.910  3.381  0.044
H  -5.800  3.918  -9.374  0.068
H  -0.585  -4.807  -2.498  0.088
H  -3.397  -8.940  -3.674  0.103
H  1.688  10.102  4.892  0.102
H  -1.153  10.027  2.277  0.107
H  -2.093  -8.338  -2.671  0.098
H  1.851  2.869  1.172  0.134
H  1.001  5.871  4.721  0.055
H  0.770  0.982  3.069  0.111
H  -1.228  -9.600  -4.618  0.068
H  4.703  -4.727  0.536  0.126
H  -2.099  -1.689  2.016  0.048
H  -2.384  0.502  -5.304  0.060
H  -4.799  4.600  -7.237  0.104
H  0.091  -2.156  -3.083  -0.062
H  2.825  -4.677  0.494  0.119
H  -2.860  -6.228  -1.015  0.065
H  -3.877  -1.158  2.267  0.100
H  -2.712  -4.473  -1.239  0.066
H  -2.064  -8.509  -5.735  0.074
H  -3.926  -6.670  -3.026  0.101
H  -0.445  -1.300  3.361  0.044
H  2.824  1.122  2.253  0.106
H  -0.720  -6.545  -2.311  0.097
H  3.767  -4.882  -1.146  0.125
H  -1.745  -4.813  4.771  0.075
H  1.426  -4.539  4.651  0.105
H  1.786  7.947  3.622  0.098
H  -0.093  -6.254  5.522  0.104
H  3.783  -1.472  2.624  0.108
H  -1.507  -5.357  -0.288  0.054
H  1.453  -6.304  6.341  0.111
H  -0.447  -6.642  7.884  0.107
H  -2.543  1.886  -8.804  0.099
H  2.398  7.819  5.258  0.105
H  2.399  -1.209  1.017  0.104
H  -0.711  -3.131  6.343  0.103
H  -2.056  -3.150  4.264  0.065
H  0.252  6.809  6.024  0.078
H  -4.116  4.404  -9.628  0.074
H  -4.428  0.790  -7.574  0.097
H  0.211  2.019  -0.921  0.103
H  5.201  -0.427  4.454  0.098
H  -3.675  -6.738  -4.756  0.107
H  -2.989  3.395  -6.178  0.101
H  -0.655  10.751  4.586  0.110
H  0.125  -4.998  9.618  0.071
H  -0.965  3.369  3.100  0.114
H  -1.171  9.081  4.503  0.100
H  -3.863  1.478  -5.212  0.063
H  -4.560  2.685  -9.618  0.065
H  0.933  -3.962  8.439  0.063
H  -2.430  4.068  -7.693  0.109
H  -0.815  -4.104  3.435  0.067
H  0.075  8.777  2.352  0.096
H  -1.118  -5.074  7.479  0.099
H  -2.972  -0.183  -7.627  0.104
H  0.582  11.795  2.567  0.077

The value obtained for the LUMO energy is -1.72 eV. For the total energy, the calculation gives -279523.4407 eV. Its structure (SMILES) is COB(O)[C@]1(C(F)(F)C(F)(F)C(F)(F)F)[N@@H+]([C@H](Cl)[C@H](C)Cl)[C@](C[C@@H]2CO2)([PH2]=O)[C@@](C(=O)[O-])(/C(Br)=C(\C)Br)[C@@]1(S)C[SH](=O)=O.CCCCCC.CCCCCC.CCCCCC.CCCCCC. The frontier orbital gap is 0.2337 hartree. The total charge is 0.

no.,highest occupied orbital energy (eV)
1,-14.9
2,-8.1